(1)
{"formula": "C24H53AlBrN", "method": "ωB97M-V/def2-TZVPD", "relative_energy_kcal_mol": 21.8, "symbols": ["C", "C", "C", "C", "C", "C", "C", "C", "C", "C", "C", "C", "C", "C", "C", "Al", "Br", "H", "H", "H", "H", "H", "H", "H", "H", "H", "H", "H", "H", "H", "H", "H", "H", "H", "H", "H", "H", "H", "H", "H", "H", "H", "H", "H", "H", "H", "H", "H", "H", "H", "C", "C", "C", "N", "C", "C", "C", "C", "C", "C", "H", "H", "H", "H", "H", "H", "H", "H", "H", "H", "H", "H", "H", "H", "H", "H", "H", "H", "H", "H"], "xyz": [[-1.255, -1.110, 2.620], [-0.260, -1.459, 1.467], [0.584, -0.204, 1.017], [-0.261, 0.517, -0.091], [0.273, 1.931, -0.475], [-0.885, 2.650, -1.278], [-1.637, 3.726, -0.428], [-2.476, 3.073, 0.741], [-3.764, 3.933, 1.060], [-4.360, 3.506, 2.456], [-5.645, 2.627, 2.319], [-5.392, 1.128, 2.713], [-5.854, 0.097, 1.632], [-4.638, -0.581, 0.915], [-5.048, -1.063, -0.521], [-3.756, -0.192, -1.843], [-4.769, 0.130, -4.006], [-1.945, -0.327, 2.246], [-0.764, -0.707, 3.523], [-1.862, -2.014, 2.818], [0.361, -2.352, 1.668], [-0.896, -1.718, 0.589], [1.589, -0.505, 0.633], [0.784, 0.485, 1.862], [-0.371, -0.109, -1.001], [-1.275, 0.638, 0.343], [1.201, 1.863, -1.089], [0.537, 2.553, 0.404], [-0.506, 3.138, -2.200], [-1.600, 1.860, -1.592], [-2.302, 4.324, -1.084], [-0.917, 4.417, 0.065], [-2.871, 2.086, 0.419], [-1.794, 2.994, 1.610], [-3.434, 4.988, 1.071], [-4.451, 3.698, 0.224], [-4.590, 4.455, 2.988], [-3.585, 3.001, 3.066], [-5.947, 2.657, 1.252], [-6.512, 3.006, 2.896], [-4.297, 0.979, 2.844], [-5.882, 0.896, 3.676], [-6.413, -0.724, 2.139], [-6.578, 0.544, 0.921], [-4.231, -1.397, 1.548], [-3.814, 0.171, 0.827], [-5.014, -2.174, -0.604], [-6.070, -0.745, -0.817], [-2.476, -1.145, -2.051], [-3.301, 1.259, -1.308], [1.283, -2.531, -1.371], [2.536, -3.215, -1.915], [3.728, -3.176, -0.963], [4.623, -1.944, -1.073], [5.476, -2.055, -2.320], [6.533, -0.964, -2.390], [7.416, -0.950, -1.151], [6.587, -0.885, 0.123], [5.519, -1.964, 0.157], [3.803, -0.688, -1.087], [1.336, -1.445, -1.432], [0.409, -2.833, -1.948], [1.105, -2.806, -0.329], [2.783, -2.828, -2.905], [2.283, -4.269, -2.057], [4.379, -4.031, -1.150], [3.393, -3.234, 0.073], [5.950, -3.037, -2.296], [4.809, -2.005, -3.179], [7.152, -1.129, -3.274], [6.065, 0.014, -2.529], [8.102, -0.102, -1.191], [8.033, -1.854, -1.136], [6.137, 0.105, 0.229], [7.238, -1.007, 0.991], [4.873, -1.846, 1.027], [5.980, -2.953, 0.191], [3.132, -0.707, -0.230], [3.257, -0.643, -2.026], [4.453, 0.178, -1.023]], "lowdin_charge": [-0.10, -0.26, -0.20, -0.22, -0.19, -0.22, -0.20, -0.23, -0.19, -0.20, -0.19, -0.20, -0.21, -0.31, -0.32, -0.10, 0.01, 0.05, 0.07, 0.07, 0.09, 0.10, 0.05, 0.11, 0.08, 0.08, 0.09, 0.10, 0.10, 0.03, 0.11, 0.10, 0.04, 0.11, 0.10, 0.11, 0.10, 0.09, 0.10, 0.10, 0.09, 0.10, 0.10, 0.10, 0.10, 0.04, 0.04, 0.03, -0.11, -0.07, -0.09, -0.21, -0.11, -0.25, -0.10, -0.16, -0.18, -0.17, -0.10, 0.03, 0.05, 0.10, 0.07, 0.11, 0.12, 0.13, 0.14, 0.14, 0.13, 0.13, 0.12, 0.12, 0.12, 0.12, 0.13, 0.14, 0.14, 0.08, 0.12, 0.10]}

***

(2)
{"formula": "C28H47BrN2OP2Sn", "method": "ωB97M-V/def2-TZVPD", "charge": 4, "relative_energy_kcal_mol": 4.8, "symbols": ["N", "C", "C", "C", "C", "C", "C", "Sn", "P", "C", "C", "C", "C", "C", "C", "C", "Br", "H", "H", "H", "H", "H", "H", "H", "H", "H", "H", "P", "C", "C", "H", "H", "H", "H", "H", "C", "C", "H", "H", "H", "H", "H", "C", "C", "H", "H", "H", "H", "H", "C", "C", "H", "H", "H", "H", "H", "C", "C", "H", "H", "H", "H", "H", "C", "C", "H", "H", "H", "H", "H", "C", "N", "C", "C", "O", "H", "H", "H", "H", "H", "H", "H"], "xyz": [[-5.186, 1.993, -3.247], [-5.132, 2.631, -2.080], [-3.987, 2.617, -1.270], [-2.835, 1.947, -1.735], [-2.912, 1.266, -2.961], [-4.120, 1.326, -3.683], [-1.568, 2.039, -0.954], [-0.499, 0.164, -0.600], [1.961, 0.496, -0.104], [-0.301, 2.114, -1.680], [0.853, 2.905, -1.193], [2.008, 3.130, -2.044], [3.233, 3.303, -1.494], [3.416, 3.219, -0.016], [2.201, 3.905, 0.587], [0.949, 3.318, 0.121], [2.596, 3.758, 2.476], [-1.670, 2.619, -0.033], [-0.300, 1.939, -2.760], [-3.992, 3.147, -0.320], [-2.074, 0.709, -3.383], [-6.021, 3.180, -1.760], [-4.205, 0.818, -4.646], [1.865, 3.058, -3.126], [0.094, 3.320, 0.787], [4.122, 3.386, -2.122], [2.248, 4.982, 0.380], [-1.134, -2.540, -0.391], [3.480, 1.668, 0.337], [4.802, 1.150, -0.216], [3.465, 1.578, 1.434], [4.367, 3.675, 0.285], [5.619, 1.795, 0.143], [5.038, 0.130, 0.108], [4.825, 1.185, -1.314], [2.462, -0.186, -1.768], [3.257, -1.494, -1.813], [3.011, 0.618, -2.280], [1.527, -0.316, -2.341], [3.342, -1.807, -2.864], [4.279, -1.375, -1.430], [2.767, -2.314, -1.272], [2.150, -0.920, 1.077], [3.525, -1.229, 1.668], [1.761, -1.811, 0.564], [1.450, -0.715, 1.903], [3.403, -2.005, 2.436], [4.222, -1.636, 0.924], [3.982, -0.364, 2.163], [-0.751, -3.244, 1.265], [-1.258, -4.661, 1.520], [-1.162, -2.541, 2.006], [0.343, -3.210, 1.377], [-2.351, -4.711, 1.587], [-0.925, -5.367, 0.752], [-0.856, -5.012, 2.477], [-0.404, -3.748, -1.566], [-0.646, -3.415, -3.037], [-0.823, -4.734, -1.315], [0.676, -3.786, -1.350], [-1.711, -3.456, -3.293], [-0.261, -2.423, -3.307], [-0.128, -4.152, -3.661], [-2.935, -2.827, -0.596], [-3.811, -2.288, 0.534], [-3.075, -3.912, -0.724], [-3.209, -2.352, -1.551], [-4.858, -2.290, 0.208], [-3.750, -2.909, 1.436], [-3.556, -1.255, 0.807], [-2.642, 0.382, 3.744], [-1.319, 1.006, 3.691], [-0.766, 1.611, 4.899], [-0.627, 0.997, 2.570], [-1.113, 0.469, 1.509], [-3.042, 0.572, 4.742], [-2.572, -0.703, 3.579], [-3.306, 0.820, 2.986], [0.001, 0.969, 5.357], [-0.304, 2.576, 4.656], [-1.582, 1.752, 5.611], [0.376, 1.461, 2.595]], "lowdin_charge": [0.14, -0.05, 0.04, -0.24, -0.02, -0.06, -0.17, 1.32, 1.01, -0.16, -0.25, -0.03, 0.00, -0.36, -0.61, -0.03, 0.90, 0.13, 0.15, 0.13, 0.11, 0.15, 0.14, 0.15, 0.12, 0.15, 0.15, 0.97, -0.36, -0.05, 0.05, 0.16, 0.13, 0.07, 0.09, -0.37, -0.09, 0.09, 0.05, 0.11, 0.09, 0.07, -0.39, -0.09, 0.05, 0.07, 0.11, 0.08, 0.09, -0.36, -0.08, 0.08, 0.08, 0.09, 0.09, 0.11, -0.35, -0.11, 0.11, 0.09, 0.09, 0.06, 0.11, -0.36, -0.11, 0.12, 0.09, 0.11, 0.08, 0.06, 0.02, -0.13, 0.02, -0.24, -0.22, 0.11, 0.11, 0.11, 0.12, 0.11, 0.11, 0.13]}

***

(3)
{"formula": "C16H34FN5O17S2", "method": "ωB97M-V/def2-TZVPD", "smiles": "O=C1OC[C@@H](F)O1.C[N+](=O)[O-].C[N+](=O)[O-].C[N+](=O)[O-].C[N+](=O)[O-].C[N+](=O)[O-].O=S1(=O)CCCC1.O=S1(=O)CCCC1", "symbols": ["O", "C", "O", "C", "C", "F", "O", "H", "H", "H", "C", "N", "O", "O", "H", "H", "H", "C", "N", "O", "O", "H", "H", "H", "C", "N", "O", "O", "H", "H", "H", "C", "N", "O", "O", "H", "H", "H", "C", "N", "O", "O", "H", "H", "H", "O", "S", "O", "C", "C", "C", "C", "H", "H", "H", "H", "H", "H", "H", "H", "O", "S", "O", "C", "C", "C", "C", "H", "H", "H", "H", "H", "H", "H", "H"], "xyz": [[0.907, 2.491, 1.655], [0.852, 1.463, 1.068], [-0.196, 0.669, 0.851], [0.234, -0.550, 0.219], [1.507, -0.085, -0.497], [1.187, 0.390, -1.749], [1.906, 0.939, 0.377], [0.361, -1.292, 1.004], [-0.490, -0.852, -0.535], [2.349, -0.734, -0.722], [4.449, 2.081, 1.904], [5.874, 2.470, 1.723], [6.279, 3.392, 2.380], [6.566, 1.791, 1.013], [4.325, 1.199, 2.523], [4.190, 1.872, 0.867], [3.940, 2.949, 2.300], [5.997, -1.341, 0.861], [6.012, -1.219, -0.633], [4.993, -0.850, -1.164], [7.040, -1.412, -1.209], [5.594, -2.339, 1.018], [5.283, -0.565, 1.117], [6.936, -1.163, 1.366], [-1.178, -4.020, 0.082], [0.077, -3.710, -0.670], [1.113, -3.840, -0.052], [-0.010, -3.131, -1.721], [-1.981, -3.889, -0.631], [-1.265, -3.475, 1.021], [-1.111, -5.049, 0.438], [3.029, -2.445, -2.943], [2.208, -3.342, -3.798], [1.302, -2.826, -4.420], [2.598, -4.482, -3.941], [3.961, -2.292, -3.485], [3.399, -2.990, -2.076], [2.465, -1.559, -2.699], [-1.620, 4.883, 1.561], [-2.441, 4.051, 0.664], [-3.555, 3.758, 1.044], [-2.012, 3.750, -0.424], [-2.173, 5.682, 2.046], [-0.793, 5.268, 0.978], [-1.292, 4.237, 2.374], [-4.722, -0.610, -2.981], [-3.417, -0.469, -2.367], [-2.904, -1.435, -1.420], [-2.195, -0.189, -3.685], [-1.891, 1.332, -3.622], [-3.087, 1.995, -2.957], [-3.315, 1.186, -1.681], [-2.671, -0.362, -4.649], [-1.304, -0.805, -3.596], [-1.050, 1.474, -2.934], [-1.539, 1.735, -4.569], [-3.984, 1.931, -3.576], [-2.936, 3.046, -2.719], [-4.238, 1.404, -1.144], [-2.523, 1.177, -0.934], [-2.392, -2.849, 2.981], [-3.380, -1.796, 3.188], [-4.717, -2.082, 3.643], [-2.687, -0.468, 4.256], [-2.320, 0.711, 3.343], [-3.237, 0.636, 2.128], [-3.421, -0.801, 1.673], [-1.815, -0.875, 4.766], [-3.428, -0.223, 5.013], [-2.417, 1.624, 3.929], [-1.269, 0.642, 3.062], [-2.771, 1.209, 1.327], [-4.240, 1.018, 2.330], [-2.610, -1.013, 0.978], [-4.337, -1.029, 1.133]], "lowdin_charge": [0.18, -0.55, 0.05, -0.02, -0.26, 0.06, 0.10, 0.14, 0.12, 0.14, 0.04, -0.46, 0.08, 0.06, 0.10, 0.09, 0.10, 0.05, -0.45, 0.04, 0.10, 0.11, 0.06, 0.10, 0.06, -0.43, 0.05, 0.06, 0.09, 0.07, 0.11, 0.02, -0.45, 0.06, 0.07, 0.11, 0.09, 0.07, 0.05, -0.44, 0.07, 0.07, 0.10, 0.10, 0.10, -0.31, 0.69, -0.35, -0.19, -0.20, -0.22, -0.24, 0.10, 0.09, 0.10, 0.12, 0.12, 0.10, 0.11, 0.08, -0.35, 0.71, -0.31, -0.20, -0.20, -0.23, -0.22, 0.10, 0.10, 0.12, 0.10, 0.08, 0.13, 0.07, 0.11]}

***

(4)
{"formula": "C41H42F2N7O4S2Sn", "method": "ωB97M-V/def2-TZVPD", "charge": 1, "relative_energy_kcal_mol": 34.8, "symbols": ["Sn", "O", "S", "O", "N", "C", "C", "C", "C", "C", "C", "C", "C", "N", "C", "C", "C", "C", "C", "C", "C", "H", "H", "H", "H", "H", "H", "H", "H", "H", "H", "H", "F", "C", "C", "C", "C", "C", "F", "C", "C", "C", "C", "C", "C", "N", "H", "H", "H", "H", "H", "H", "O", "N", "N", "O", "C", "C", "C", "C", "C", "C", "H", "H", "H", "H", "H", "C", "C", "C", "C", "N", "C", "S", "N", "C", "C", "C", "C", "H", "H", "H", "H", "H", "H", "H", "H", "H", "H", "H", "H", "H", "H", "H", "H", "H", "H", "H", "H"], "xyz": [[0.394, -1.109, 1.490], [1.003, 2.921, 2.039], [0.124, 1.858, 1.655], [0.403, 1.185, 0.388], [0.130, 0.597, 2.660], [0.386, 0.672, 4.056], [0.467, 1.812, 4.806], [0.693, 1.733, 6.202], [0.833, 0.536, 6.837], [0.734, -0.662, 6.089], [0.829, -1.953, 6.655], [0.666, -3.058, 5.868], [0.466, -2.881, 4.487], [0.414, -1.697, 3.930], [0.506, -0.588, 4.704], [-1.517, 2.485, 1.666], [-2.554, 1.777, 2.256], [-3.835, 2.309, 2.221], [-4.064, 3.531, 1.607], [-3.013, 4.238, 1.032], [-1.730, 3.721, 1.061], [0.350, 2.780, 4.339], [0.754, 2.653, 6.767], [1.006, 0.483, 7.904], [1.025, -2.050, 7.716], [0.705, -4.056, 6.279], [0.358, -3.737, 3.828], [-2.365, 0.832, 2.750], [-4.652, 1.766, 2.679], [-5.064, 3.944, 1.588], [-3.193, 5.201, 0.572], [-0.896, 4.267, 0.637], [4.574, -1.966, 4.646], [3.901, -2.338, 3.556], [3.020, -1.451, 2.976], [2.328, -1.877, 1.849], [2.525, -3.121, 1.277], [3.405, -3.983, 1.937], [3.577, -5.229, 1.476], [4.094, -3.619, 3.069], [1.801, -3.468, 0.040], [2.303, -4.334, -0.914], [1.565, -4.556, -2.069], [0.355, -3.908, -2.234], [-0.062, -3.041, -1.241], [0.645, -2.817, -0.133], [2.895, -0.467, 3.408], [4.769, -4.311, 3.555], [3.255, -4.819, -0.764], [1.943, -5.223, -2.833], [-0.251, -4.042, -3.118], [-0.979, -2.480, -1.325], [-1.402, -2.186, 2.132], [-2.528, -1.792, 1.665], [-2.384, -1.072, 0.639], [-1.193, -0.805, 0.155], [-3.509, -0.407, 0.027], [-4.780, -0.940, 0.158], [-5.837, -0.250, -0.414], [-5.614, 0.940, -1.096], [-4.327, 1.450, -1.209], [-3.257, 0.773, -0.646], [-4.934, -1.868, 0.691], [-6.840, -0.649, -0.330], [-6.445, 1.466, -1.547], [-4.153, 2.380, -1.735], [-2.244, 1.144, -0.706], [2.857, -0.075, -5.613], [3.765, -1.062, -4.880], [4.073, -0.689, -3.429], [2.835, -0.580, -2.542], [2.194, 0.721, -2.660], [0.862, 0.949, -2.724], [-0.256, -0.301, -2.853], [0.529, 2.258, -2.733], [-0.817, 2.805, -2.643], [-1.107, 3.860, -3.720], [-1.902, 3.319, -4.907], [-1.112, 2.321, -5.750], [2.770, -0.347, -6.665], [3.261, 0.940, -5.565], [1.850, -0.063, -5.191], [4.712, -1.145, -5.417], [3.303, -2.054, -4.894], [4.634, 0.252, -3.397], [4.724, -1.456, -3.000], [3.102, -0.756, -1.493], [2.099, -1.329, -2.827], [2.798, 1.517, -2.525], [1.274, 2.918, -2.573], [-0.950, 3.231, -1.643], [-1.496, 1.961, -2.741], [-0.161, 4.274, -4.083], [-1.657, 4.687, -3.263], [-2.210, 4.159, -5.534], [-2.817, 2.845, -4.538], [-0.233, 2.798, -6.191], [-1.724, 1.930, -6.564], [-0.778, 1.469, -5.152]], "lowdin_charge": [1.41, -0.25, 0.62, -0.35, -0.22, -0.23, 0.00, -0.04, -0.02, -0.14, 0.02, -0.02, -0.10, 0.03, -0.17, -0.28, -0.06, -0.06, -0.06, -0.05, -0.06, 0.11, 0.12, 0.12, 0.13, 0.11, 0.13, 0.11, 0.12, 0.12, 0.12, 0.12, 0.10, -0.26, -0.03, -0.18, -0.13, -0.21, 0.09, 0.10, -0.22, 0.02, -0.02, -0.03, -0.15, 0.04, 0.13, 0.15, 0.12, 0.12, 0.12, 0.08, -0.19, 0.06, -0.17, -0.24, -0.17, -0.01, -0.06, -0.06, -0.05, -0.02, 0.12, 0.11, 0.11, 0.11, 0.09, -0.10, -0.26, -0.20, -0.22, 0.00, -0.80, 0.72, 0.01, -0.21, -0.19, -0.26, -0.10, 0.07, 0.08, 0.05, 0.11, 0.11, 0.11, 0.11, 0.11, 0.07, 0.14, 0.14, 0.10, 0.06, 0.11, 0.10, 0.11, 0.10, 0.08, 0.07, 0.03]}

***

(5)
{"formula": "C3H7O3", "method": "ωB97M-V/def2-TZVPD", "charge": -1, "relative_energy_kcal_mol": 19.6, "symbols": ["O", "C", "O", "H", "H", "C", "O", "C", "H", "H", "H", "H", "H"], "xyz": [[2.955, -0.599, 2.452], [2.220, -0.360, 1.479], [1.436, -1.086, 0.835], [2.337, 0.717, 1.090], [0.927, -0.691, -0.812], [-0.565, 0.574, -0.720], [0.242, -0.319, -1.427], [-1.952, -0.106, -0.504], [-0.103, 0.870, 0.221], [-0.650, 1.527, -1.280], [-2.581, 0.557, 0.131], [-2.455, -0.026, -1.459], [-1.811, -1.059, -0.005]], "nbo_charge": [-0.76, 0.64, -0.81, -0.02, 0.52, -0.05, -0.78, -0.63, 0.17, 0.13, 0.18, 0.19, 0.22]}

***

In eV, the orbital gap values for the records above are, in order, 5.790 5.113 10.213 7.415 8.413.
In eV, the LUMO energy values for the records above are, in order, -0.7842 -14.8526 -0.2967 -2.7266 4.0488.